4 unconnected molecules or ions with the total composition C21H23F25O6 in a non-equilibrium geometry. Source: the OMol25 dataset; level of theory: ωB97M-V/def2-TZVPD.

Each atom is followed by the atoms it is bonded to, with distances in Å.
Cartesian coordinates (Å):
1 F 2.94 -2.58 1.31  C2 1.345
2 C 3.61 -2.06 2.35  F1 1.345, F3 1.353, C4 1.531, H15 1.093
3 F 3.56 -2.95 3.37  C2 1.353
4 C 3.00 -0.74 2.81  C2 1.531, F5 1.353, F6 1.362, C7 1.538
5 F 1.74 -0.95 3.27  C4 1.353
6 F 3.75 -0.34 3.87  C4 1.362
7 C 2.99 0.43 1.82  C4 1.538, O8 1.419, H16 1.089, H17 1.090
8 O 1.78 0.69 1.13  C7 1.419, C9 1.376
9 C 1.48 0.07 -0.07  O8 1.376, F10 1.346, F11 1.354, C12 1.528
10 F 2.53 -0.65 -0.52  C9 1.346
11 F 1.24 1.05 -0.97  C9 1.354
12 C 0.21 -0.78 0.03  C9 1.528, F13 1.351, F14 1.348, H18 1.092
13 F 0.36 -1.75 0.96  C12 1.351
14 F -0.03 -1.37 -1.15  C12 1.348
15 H 4.66 -1.92 2.07  C2 1.093
16 H 3.13 1.32 2.44  C7 1.089
17 H 3.85 0.40 1.15  C7 1.090
18 H -0.64 -0.16 0.31  C12 1.092
19 F -4.24 -0.24 5.17  C20 1.344
20 C -3.33 0.43 4.45  F19 1.344, F21 1.354, C22 1.530, H33 1.093
21 F -3.99 1.26 3.60  C20 1.354
22 C -2.45 -0.51 3.63  C20 1.530, F23 1.353, F24 1.364, C25 1.541
23 F -3.21 -1.17 2.72  C22 1.353
24 F -1.60 0.29 2.92  C22 1.364
25 C -1.57 -1.51 4.40  C22 1.541, O26 1.420, H34 1.090, H35 1.090
26 O -2.03 -2.85 4.51  C25 1.420, C27 1.376
27 C -2.85 -3.26 5.54  O26 1.376, F28 1.344, F29 1.351, C30 1.531
28 F -3.03 -2.30 6.46  C27 1.344
29 F -2.24 -4.29 6.15  C27 1.351
30 C -4.18 -3.80 5.00  C27 1.531, F31 1.347, F32 1.351, H36 1.092
31 F -4.85 -2.84 4.33  C30 1.347
32 F -4.95 -4.19 6.04  C30 1.351
33 H -2.71 1.05 5.12  C20 1.093
34 H -0.66 -1.61 3.81  C25 1.090
35 H -1.25 -1.11 5.36  C25 1.090
36 H -4.01 -4.64 4.33  C30 1.092
37 F -3.49 -1.02 -3.80  C38 1.345
38 C -3.87 0.22 -4.15  F37 1.345, F39 1.354, C40 1.531, H51 1.093
39 F -2.76 0.87 -4.60  C38 1.354
40 C -4.45 1.00 -2.96  C38 1.531, F41 1.350, F42 1.364, C43 1.540
41 F -3.50 1.16 -2.01  C40 1.350
42 F -4.75 2.23 -3.45  C40 1.364
43 C -5.74 0.46 -2.32  C40 1.540, O44 1.419, H52 1.089, H53 1.090
44 O -5.62 -0.28 -1.12  C43 1.419, C45 1.377
45 C -5.46 -1.65 -1.12  O44 1.377, F46 1.345, F47 1.350, C48 1.529
46 F -5.57 -2.18 -2.35  C45 1.345
47 F -6.45 -2.17 -0.37  C45 1.350
48 C -4.14 -2.05 -0.45  C45 1.529, F49 1.348, F50 1.353, H54 1.091
49 F -3.09 -1.52 -1.12  C48 1.348
50 F -4.01 -3.39 -0.46  C48 1.353
51 H -4.59 0.17 -4.97  C38 1.093
52 H -6.28 1.36 -2.01  C43 1.089
53 H -6.38 -0.04 -3.05  C43 1.090
54 H -4.11 -1.69 0.58  C48 1.091
55 C 2.38 0.63 -3.70  C56 1.544, H65 1.089, H66 1.090, H67 1.084
56 C 3.49 1.64 -4.08  C55 1.544, C57 1.533, H68 1.091, H69 1.092
57 C 4.39 1.87 -2.87  C56 1.533, C58 1.535, H70 1.092, H71 1.094
58 C 5.79 2.40 -3.21  C57 1.535, C59 1.528, O60 1.451, H72 1.091
59 C 5.88 3.38 -4.37  C58 1.528, H73 1.086, H74 1.086, H75 1.094
60 O 6.51 2.86 -2.03  C58 1.451, C61 1.329
61 C 6.05 3.89 -1.33  O60 1.329, O62 1.192, O63 1.409
62 O 6.55 4.25 -0.31  C61 1.192
63 O 4.90 4.53 -1.83  C61 1.409, F64 1.419
64 F 5.31 5.86 -2.10  O63 1.419
65 H 1.83 0.29 -4.57  C55 1.089
66 H 2.84 -0.23 -3.21  C55 1.090
67 H 1.71 1.13 -3.00  C55 1.084
68 H 4.05 1.27 -4.94  C56 1.091
69 H 2.98 2.56 -4.38  C56 1.092
70 H 3.87 2.51 -2.15  C57 1.092
71 H 4.52 0.90 -2.39  C57 1.094
72 H 6.36 1.52 -3.53  C58 1.091
73 H 5.57 2.90 -5.30  C59 1.086
74 H 5.34 4.31 -4.21  C59 1.086
75 H 6.94 3.62 -4.51  C59 1.094

E_LUMO = -0.0079 hartree
Spin multiplicity = 1
HOMO-LUMO gap = 11.143 eV
Structure (SMILES) = FC(F)C(F)(F)COC(F)(F)C(F)F.FC(F)C(F)(F)COC(F)(F)C(F)F.FC(F)C(F)(F)COC(F)(F)C(F)F.CCC[C@@H](C)OC(=O)OF
HOMO = -11.36 eV
Calculated total energy = -102368.70908 eV

Atomic partial charges in e from the Löwdin method, atoms 1 to 4: 0.101, -0.307, 0.098, -0.437